# 1
Density functional theory data (ωB97M-V/def2-TZVPD) for a structure of composition C32H34HgN7O4S.

Values from the calculation:
Kohn-Sham gap (spin up / spin down) in eV: 4.8204 / 7.3493
Multiplicity: 2
HOMO energy (spin up / spin down) in eV: -4.44 / -6.98
Energy relative to the best compared isomer or geometry (same formula, charge and spin) in kJ/mol: 102.1

Atoms and positions in Å:
Hg  0.0664  -0.1529  -0.1903
O  -0.5349  2.7353  -0.5275
C  -0.3261  3.2873  0.7500
C  1.0196  2.8885  1.2997
C  1.8128  3.8071  1.9754
C  3.0236  3.3934  2.5061
C  3.4030  2.0703  2.3382
C  2.5537  1.2244  1.6474
N  1.3885  1.6220  1.1390
H  -1.2828  2.1240  -0.4640
H  -1.0900  2.9442  1.4566
H  -0.3805  4.3777  0.6917
H  1.4828  4.8326  2.0798
H  3.6629  4.0913  3.0308
H  4.3429  1.7004  2.7238
H  2.8276  0.1910  1.4682
C  2.7970  1.7109  -1.6872
C  2.0711  1.0124  -2.7917
C  2.4551  1.2421  -4.1289
C  1.7610  0.6467  -5.1373
C  0.7015  -0.2324  -4.8349
C  -0.0291  -0.8721  -5.8552
C  -1.0251  -1.7474  -5.5245
C  -1.2941  -2.0314  -4.1801
C  -0.5940  -1.4408  -3.1440
S  -0.9477  -1.9731  -1.5189
C  0.4104  -0.4690  -3.4622
N  1.0819  0.1980  -2.4824
H  3.6261  2.2970  -2.0799
H  3.1843  0.9733  -0.9827
H  2.1130  2.3743  -1.1605
H  3.2841  1.9035  -4.3401
H  2.0106  0.8251  -6.1768
H  0.2172  -0.6608  -6.8888
H  -1.5981  -2.2376  -6.3015
H  -2.0626  -2.7523  -3.9337
O  -3.4234  -0.2041  6.3048
C  -2.1635  -0.8287  6.1307
C  -1.6681  -0.6235  4.7288
C  -0.2998  -0.8359  4.4267
C  0.1077  -0.6500  3.1291
N  -0.6943  -0.2942  2.1228
C  -2.0311  -0.0796  2.3923
C  -2.5089  -0.2502  3.7205
C  -2.8927  0.2946  1.3158
C  -4.3065  0.2958  1.4305
C  -5.1048  0.5748  0.3541
C  -6.6056  0.5114  0.4767
O  -7.0854  -0.8029  0.7475
C  -4.4900  0.8496  -0.8876
C  -3.1159  0.8467  -0.9386
N  -2.3211  0.6201  0.1106
H  -3.7055  -0.3185  7.2143
H  -2.2446  -1.9097  6.3114
H  -1.4269  -0.4312  6.8385
H  0.4116  -1.1279  5.1887
H  1.1502  -0.8000  2.8685
H  -3.5417  -0.0495  3.9602
H  -4.7755  0.0259  2.3673
H  -7.0644  0.9059  -0.4363
H  -6.9417  1.1199  1.3164
H  -6.7936  -1.3813  0.0361
H  -5.0708  1.0492  -1.7786
H  -2.6083  1.0375  -1.8824
C  2.0365  -5.5928  1.2427
N  2.1841  -4.2363  0.7712
C  3.4357  -3.6633  0.3311
C  3.0716  -2.1698  0.2433
O  3.8332  -1.2876  -0.0891
N  1.7575  -2.0308  0.5967
C  1.2974  -3.2311  0.9255
N  0.0683  -3.4284  1.4055
H  2.7709  -6.2192  0.7417
H  1.0483  -5.9853  1.0022
H  2.1915  -5.6664  2.3236
H  3.7356  -4.0437  -0.6475
H  4.2496  -3.8236  1.0411
H  -0.5687  -2.6435  1.3686
H  -0.3273  -4.3508  1.4061

=====

# 2
Density functional theory data (ωB97M-V/def2-TZVPD) for a structure of composition C21H21N3O2S2 at a distorted geometry.

Values from the calculation:
Kohn-Sham gap in eV: 8.6426
HOMO energy in eV: -8.38
Energy relative to the best compared isomer or geometry (same formula, charge and spin) in kJ/mol: 1680.8

Atoms and positions in Å:
C  -0.7382  -2.4520  -2.4296
C  -2.1513  -2.4108  -2.3278
O  -2.5707  -2.8205  -1.1035
C  -2.4951  -2.0837  -0.0011
C  -3.6686  -1.2175  0.0218
H  -4.6814  -1.6676  0.3916
C  -3.5636  -0.1963  1.5007
N  -2.2983  0.7518  1.0177
C  -1.1623  0.5001  1.6910
N  0.0300  1.0642  1.6045
C  -0.0201  2.3143  0.7090
C  1.1446  2.8723  0.3564
C  1.3232  3.6034  -0.5875
C  0.1823  4.2469  -1.1506
C  -1.0453  3.4982  -1.0981
C  -1.1796  2.4511  0.0944
C  -2.3232  1.6084  0.2495
O  -3.4492  1.9484  -0.2778
H  -1.8266  3.8880  -1.5742
H  0.1919  5.0032  -1.7957
H  2.1881  4.2920  -0.7484
H  1.9993  2.5664  1.1760
S  -1.0668  -0.7367  2.9989
C  0.6434  -0.7447  3.5510
C  1.5893  -0.6269  1.9488
N  2.7792  -0.1398  2.1216
C  3.3432  -0.5264  0.9361
C  4.5751  0.4020  0.5268
C  4.9616  -0.0671  -0.5846
C  4.3991  -0.9114  -1.5056
C  3.1788  -1.3526  -1.2721
C  2.6265  -1.2195  -0.0904
S  1.2207  -1.7284  0.7853
H  2.6193  -2.2436  -1.9231
H  4.7490  -1.1334  -2.5495
H  6.0166  0.6176  -0.9666
H  5.0792  0.8957  1.0776
H  0.9007  0.1176  4.2372
H  0.8426  -1.6448  4.0022
H  -4.4352  0.7514  1.4778
H  -3.3041  -0.6823  2.4411
H  -3.9395  -0.3903  -0.5068
H  -2.6139  -2.7434  0.9351
H  -1.6392  -1.6680  -0.0231
H  -2.7690  -1.3127  -2.5435
H  -2.6322  -3.1090  -3.0764
H  -0.4579  -2.2751  -3.4901
H  -0.2976  -3.6077  -2.2895
H  -0.2548  -1.6805  -1.9363

=====

# 3
Density functional theory data (ωB97M-V/def2-TZVPD) for a structure of composition C21H27BrClCuFN2O5S at a distorted geometry.

Values from the calculation:
Kohn-Sham gap (spin up / spin down) in eV: 6.7106 / 5.3194
Multiplicity: 2
Net charge: +2
HOMO energy (spin up / spin down) in eV: -14.67 / -14.68

Atoms and positions in Å:
C  -0.0358  -4.1471  1.0416
C  1.3719  -3.6141  1.6768
C  2.0094  -2.4396  0.7863
C  3.4762  -1.9642  1.2452
C  3.9238  -0.5266  0.6772
C  3.8093  -0.3804  -0.9223
C  3.6306  1.1829  -1.3880
C  2.1069  1.5594  -0.9947
C  0.8932  1.0686  -1.9107
C  1.1140  0.2272  -3.2717
C  0.9215  -1.3511  -3.0933
O  1.8978  -2.1347  -3.2498
F  -0.3416  -1.9847  -2.8010
C  -0.5406  1.4684  -1.3860
C  -1.8886  1.0166  -2.1608
C  -2.5859  -0.1011  -1.1792
C  -4.1763  0.1427  -1.1124
C  -4.9345  -0.7397  0.0162
S  -5.7075  0.2987  1.3534
O  -4.9853  1.5991  1.6220
O  -7.1297  0.6411  0.9611
Cl  -5.8783  -0.7696  3.1773
C  -0.7675  2.3420  -0.0608
N  -2.1227  2.6746  0.3833
C  0.4634  2.8137  0.7823
C  1.8894  2.4140  0.3077
C  2.9063  3.0381  1.3741
O  4.1204  2.8466  1.6006
N  2.0367  4.0123  2.1001
Br  2.7571  4.7465  3.6579
C  0.5868  3.6645  2.1293
O  -0.2605  3.9997  2.9911
H  -0.4730  -5.0371  1.6191
H  -0.8524  -3.3254  1.0556
H  0.1733  -4.5064  -0.0393
H  1.1146  -3.2516  2.7325
H  2.0682  -4.5355  1.6714
H  1.2464  -1.5684  0.6873
H  2.1094  -2.8633  -0.2934
H  3.4366  -1.8620  2.4027
H  4.2447  -2.7965  1.0422
H  5.0506  -0.4121  0.9361
H  3.4044  0.3412  1.2424
H  4.6992  -0.8170  -1.4995
H  2.8673  -0.9168  -1.2975
H  4.3569  1.8540  -0.7813
H  3.7921  1.3364  -2.5096
H  0.4212  0.6021  -4.1155
H  2.1883  0.4269  -3.6489
H  -2.5863  1.8991  -2.3640
H  -1.6214  0.4588  -3.1247
H  -2.0843  -0.0612  -0.1332
H  -2.3715  -1.1700  -1.5764
H  -4.5986  -0.1583  -2.1456
H  -4.3288  1.2727  -0.9140
H  -4.2643  -1.5619  0.4731
H  -5.8076  -1.2721  -0.5217
H  -2.0538  3.4668  1.0443
H  -2.5246  1.8375  0.8622
Cu  -6.1663  1.0162  4.8428

=====

# 4
Density functional theory data (ωB97M-V/def2-TZVPD) for a structure of composition C28H27F4Zr at a distorted geometry.

Values from the calculation:
Kohn-Sham gap in eV: 3.4060
Net charge: -1
HOMO energy in eV: -0.96
Energy relative to the best compared isomer or geometry (same formula, charge and spin) in kJ/mol: 0.0

Atoms and positions in Å:
C  -4.9223  0.5188  0.3372
C  -4.0881  0.4858  1.6179
C  -5.0056  0.4455  2.8383
C  -3.0971  -0.6724  1.6040
C  -2.5368  -1.3082  2.7710
C  -1.3598  -2.0237  2.3441
C  -1.1672  -1.7818  0.9427
C  -2.2409  -0.9684  0.4791
Zr  -1.0247  0.4966  2.1796
C  1.8077  1.2089  -1.8959
C  0.5314  0.4767  3.8135
C  -1.4117  3.0011  2.4962
C  -1.2010  2.8307  1.0889
C  -2.2505  2.0172  0.5752
C  -3.1091  1.6494  1.6768
C  -2.5706  2.2360  2.8785
H  -4.3119  0.5483  -0.5684
H  -5.5610  -0.3710  0.2977
H  -5.5676  1.4042  0.3504
H  -4.4580  0.4234  3.7867
H  -5.6505  1.3329  2.8309
H  -5.6435  -0.4456  2.7834
H  -3.0261  -1.3805  3.7403
H  -0.7584  -2.6846  2.9693
H  -0.3779  -2.1853  0.3083
H  -2.4225  -0.6807  -0.5604
H  2.3435  1.9999  -1.3536
H  1.0865  0.7668  -1.1968
H  1.2210  1.6797  -2.6984
H  1.2778  1.2815  3.6748
H  0.1737  0.5822  4.8500
H  1.1282  -0.4515  3.8059
H  -0.8313  3.6473  3.1581
H  -0.4154  3.2819  0.4812
H  -2.4156  1.7745  -0.4786
H  -3.0636  2.2436  3.8491
F  5.0532  -2.6664  0.9261
C  4.9797  -1.5084  0.1888
C  5.8292  -0.4760  0.5620
C  5.6560  0.7158  -0.1347
F  6.4032  1.8117  0.2299
C  4.7170  0.8715  -1.1487
C  3.8518  -0.1839  -1.4804
C  2.7490  0.2100  -2.4841
C  1.9638  -0.8014  -3.3383
C  1.4121  -0.2665  -4.5166
C  0.4874  -1.0020  -5.2468
F  -0.1790  -0.3729  -6.2739
C  0.1384  -2.3090  -4.9278
C  0.7329  -2.8281  -3.7884
F  0.3227  -4.0762  -3.3774
C  1.6423  -2.1165  -2.9862
C  4.0160  -1.4089  -0.8290
H  6.5849  -0.5661  1.3382
H  4.6436  1.8249  -1.6801
H  3.3260  0.7624  -3.2459
H  1.6792  0.7424  -4.8483
H  -0.5669  -2.8601  -5.5387
H  2.0551  -2.5956  -2.1032
H  3.4213  -2.2802  -1.0734

=====

no.,DFT total energy (a.u.)
1,-2475.70114
2,-1923.38851
3,-6473.86058
4,-1529.63547